Density functional theory data (ωB97M-V/def2-TZVPD) for C11H18ClF9N9O8RhS as an isolated structure.

```
58
Properties=species:S:1:pos:R:3:forces:R:3
Rh 0.46189 -0.90069 -0.58557 -0.04 0.00 0.05
C -3.92455 0.08782 0.64040 0.00 -0.01 0.04
N -2.83488 0.62262 1.44526 0.02 -0.04 -0.21
C -3.08145 1.77923 2.29265 0.00 -0.04 0.10
C -1.56660 0.25856 1.13013 0.09 -0.05 0.20
N -1.29789 -0.53892 0.14503 -0.03 0.00 -0.27
N -0.56467 0.74147 1.91658 -0.06 0.10 -0.01
C 0.71083 0.12977 2.02992 0.12 -0.27 0.05
N 1.36055 0.51462 3.17553 -0.05 0.15 0.06
N 1.21650 -0.66049 1.18426 -0.07 0.05 0.09
H -4.86335 0.30832 1.14049 0.00 0.01 0.00
H -3.84331 -0.99729 0.56780 -0.02 0.00 0.01
H -3.94553 0.51988 -0.36484 0.02 0.00 -0.01
H -4.11596 2.08363 2.16585 0.00 0.00 0.00
H -2.44866 2.62599 2.01742 -0.01 0.00 -0.01
H -2.93638 1.54761 3.35167 0.01 0.01 0.00
H -2.05566 -0.97602 -0.35519 -0.05 -0.01 0.09
H -0.84429 1.28974 2.71110 0.02 0.11 -0.06
H 0.79041 0.72594 3.97844 -0.01 -0.06 0.04
H 2.16767 -0.05869 3.40913 0.02 -0.06 -0.01
H 2.50731 -1.53061 1.42241 0.20 0.46 -0.17
O -0.55926 -4.05063 1.55853 -0.04 0.04 0.03
Cl -0.65718 -3.82224 0.15416 -0.25 -0.08 0.13
O -0.47597 -5.00992 -0.59640 0.09 -0.02 0.01
O -1.89600 -3.17545 -0.17811 0.02 -0.01 -0.07
O 0.47770 -2.90525 -0.21805 0.20 -0.04 -0.16
N -3.40839 1.83112 -4.22333 -0.02 0.01 0.01
C -2.50199 1.18433 -3.47173 0.02 -0.14 -0.07
N -2.04282 1.79348 -2.35854 0.03 0.04 0.04
N -2.16019 -0.03187 -3.86575 0.03 0.11 0.03
C -1.22422 -0.60716 -3.16018 0.05 -0.01 0.14
N -0.39951 -1.09561 -2.51177 -0.17 -0.09 -0.17
H -3.81943 2.69739 -3.93077 0.01 0.00 -0.01
H -3.79710 1.34163 -5.00955 0.00 0.00 0.00
H -2.13921 2.79530 -2.30745 -0.02 0.00 0.00
H -1.18035 1.44784 -1.92577 0.00 -0.03 -0.03
C 2.82262 -4.02696 2.81537 -0.01 0.01 -0.04
S 3.75268 -2.52985 2.85530 -0.11 0.03 0.06
O 5.14228 -2.83937 2.94626 0.04 0.01 -0.01
O 3.16007 -1.67525 3.86369 0.04 -0.04 -0.01
O 3.47911 -1.90422 1.46491 -0.08 -0.27 0.05
H 2.97253 -4.53120 3.76705 0.00 0.00 0.01
H 3.19450 -4.63467 1.99415 0.01 -0.01 0.02
H 1.77161 -3.78719 2.66372 -0.01 0.00 0.00
F 1.34021 3.19219 0.23984 0.00 0.01 0.05
C 1.65183 3.12409 -1.05253 -0.06 -0.03 0.03
F 2.81031 3.75622 -1.23357 0.05 0.01 -0.01
F 0.70071 3.80484 -1.72377 0.01 -0.01 0.00
C 1.67450 1.64272 -1.53049 0.05 -0.15 -0.06
O 0.54010 1.05458 -1.05620 -0.06 0.24 0.05
C 1.72476 1.60512 -3.09913 0.00 0.07 0.00
F 2.60895 2.46894 -3.60759 -0.02 0.01 0.01
F 2.03633 0.38580 -3.54053 0.04 -0.01 0.01
F 0.52467 1.91488 -3.61467 0.00 -0.01 0.02
C 2.95936 0.93894 -0.99846 0.05 0.31 0.03
F 4.06178 1.30717 -1.64897 -0.08 -0.11 -0.01
F 3.14271 1.16997 0.29324 0.05 0.02 -0.07
F 2.82032 -0.40223 -1.17137 -0.02 -0.22 0.02
```
Positions in Å, forces in eV/Å.

Calculated values
LUMO level: -0.45 eV
relative energy (zero: lowest compared OMol25 entry of this formula, charge and spin): 74.2 kJ/mol
E: -92308.5079 eV
2S+1: 1

Atom charges from the Mulliken analysis, given in e for atoms 1 to 4: -0.6836, -1.0861, 0.1661, -1.1346